# 1
{"formula": "C6H12N2O2", "method": "ωB97M-V/def2-TZVPD", "species": ["N", "C", "C", "C", "O", "H", "H", "H", "H", "H", "H", "H", "C", "C", "N", "C", "O", "H", "H", "H", "H", "H"], "coordinates": [[2.1731, 2.0441, 0.4244], [1.8217, 0.9222, -0.4369], [2.1611, -0.3827, 0.2311], [2.4761, -1.5829, -0.5523], [3.4970, -0.8426, 0.1059], [1.5349, 2.0946, 1.2236], [2.0612, 2.9294, -0.0869], [2.4116, 0.9806, -1.3615], [0.7712, 0.9366, -0.7337], [1.7451, -0.5127, 1.2204], [2.2747, -2.5711, -0.1449], [2.4924, -1.5220, -1.6609], [-4.1753, 0.1729, -0.5498], [-2.8671, -0.0258, -0.4006], [-2.2596, -0.4707, 0.7777], [-0.9167, -0.6675, 0.8945], [-0.1168, -0.4770, 0.0012], [-4.5772, 0.5186, -1.4921], [-4.8801, -0.0023, 0.2702], [-2.1444, 0.1472, -1.2020], [-2.8587, -0.6688, 1.5786], [-0.6241, -1.0201, 1.8942]], "forces_ev_per_angstrom": [[-0.072, 0.848, 0.187], [0.480, 0.363, -0.738], [0.506, -0.155, -0.474], [-0.081, 0.327, -0.441], [0.549, 0.026, 0.021], [0.233, -0.039, -0.336], [0.081, -0.559, 0.359], [0.120, 0.073, 0.232], [0.591, 0.231, -0.118], [0.189, -0.078, 0.218], [0.004, 0.080, -0.019], [-0.051, -0.020, 0.763], [0.119, -0.127, 0.402], [-0.016, 0.151, -0.480], [-0.511, -0.084, 0.461], [-0.082, 0.016, -0.378], [-2.531, -1.113, 0.629], [0.079, -0.031, 0.071], [0.245, 0.058, -0.309], [-0.311, -0.065, 0.271], [0.402, 0.097, -0.370], [0.056, 0.002, 0.048]], "lowdin_charge": [0.00, -0.25, -0.35, -0.12, -0.04, 0.07, 0.07, 0.13, 0.09, 0.13, 0.11, 0.12, 0.01, -0.19, 0.04, -0.28, -0.04, 0.05, 0.06, 0.12, 0.15, 0.14], "smiles": "NC[C@H]1CO1.C=CNC=O", "homo_lumo_gap_ha": 0.3438, "de_lowest_kcal_mol": 75.6, "spin_multiplicity": 1, "e_homo_ev": -8.75}

# 2
{"formula": "C6H12N2O3", "method": "ωB97M-V/def2-TZVPD", "species": ["C", "C", "C", "C", "C", "C", "N", "N", "O", "O", "O", "H", "H", "H", "H", "H", "H", "H", "H", "H", "H", "H", "H"], "coordinates": [[1.7975, 1.3891, 0.0852], [1.6885, 0.3954, -1.0738], [0.3845, 1.7050, 0.4375], [0.7162, -0.6670, -0.7572], [-1.7904, 0.7126, 0.5470], [0.5937, -2.4302, 0.8750], [-0.4141, 0.5587, 0.2660], [-2.7997, 0.1174, -0.0054], [-2.4177, -0.6614, -1.0985], [-4.0607, 0.1455, 0.1899], [1.3362, -1.5333, 0.0763], [2.0659, 0.8123, 0.9428], [2.4268, 2.2550, -0.2068], [1.5439, 1.0355, -1.9652], [2.6610, -0.1617, -1.2804], [0.4136, 2.2069, 1.4891], [0.0441, 2.5505, -0.2476], [-0.1561, -1.0163, -1.3040], [-1.9425, 1.3457, 1.4196], [-0.4364, -2.4925, 0.4858], [0.5197, -2.0007, 1.8969], [1.0698, -3.4171, 0.8874], [-3.2437, -0.8494, -1.6596]], "forces_ev_per_angstrom": [[-0.110, -1.040, -0.372], [2.201, 0.221, -2.014], [-0.654, 3.926, 0.216], [-2.087, 1.327, 2.616], [1.938, -0.211, 0.428], [-1.262, 0.260, 0.381], [-0.654, -2.095, -0.423], [-0.480, 0.198, -0.732], [-0.395, -1.119, -1.685], [0.676, 0.256, 0.489], [0.172, 0.416, -0.537], [1.479, -0.087, 0.640], [-0.333, -0.645, 0.677], [-0.673, -0.834, 0.104], [-0.944, 0.845, 0.414], [-0.440, -1.037, -1.296], [0.122, -0.651, 0.612], [0.505, -0.158, -0.465], [-0.723, -0.125, -0.317], [0.306, -0.242, 0.130], [0.147, -0.371, -0.545], [-0.014, 0.380, -0.063], [1.224, 0.786, 1.742]], "lowdin_charge": [-0.18, -0.15, -0.32, -0.13, -0.07, -0.05, -0.02, -0.33, -0.01, -0.10, -0.12, 0.10, 0.13, 0.13, 0.15, 0.14, 0.13, 0.12, 0.15, 0.09, 0.10, 0.09, 0.16], "homo_lumo_gap_ha": 0.2927, "de_lowest_kcal_mol": 169.5, "spin_multiplicity": 1, "e_homo_ev": -7.26}

# 3
{"formula": "C6H12N2O3", "method": "ωB97M-V/def2-TZVPD", "species": ["C", "C", "N", "C", "O", "N", "C", "C", "C", "O", "O", "H", "H", "H", "H", "H", "H", "H", "H", "H", "H", "H", "H"], "coordinates": [[-0.6958, -2.0163, -1.8301], [0.5821, -1.5354, -1.1591], [1.3110, -2.6726, -0.6217], [0.2258, -0.5196, -0.0686], [0.0389, -0.8634, 1.0936], [0.0626, 0.7761, -0.4704], [-0.2805, 1.8123, 0.4694], [-1.7461, 1.7385, 0.9415], [0.6592, 1.8311, 1.6682], [0.3347, 2.1624, 2.7899], [1.9286, 1.5485, 1.3370], [-1.2685, -1.1760, -2.2627], [-0.4400, -2.7555, -2.5882], [-1.3563, -2.5073, -1.0815], [1.1997, -1.0502, -1.9154], [2.2129, -2.3570, -0.2487], [0.8164, -2.9810, 0.1960], [0.3735, 1.0160, -1.4633], [-0.1017, 2.7836, -0.0393], [-2.4142, 1.8455, 0.0652], [-1.9343, 2.5554, 1.5967], [-1.9338, 0.7666, 1.4287], [2.4256, 1.5984, 2.1627]], "forces_ev_per_angstrom": [[-0.760, -0.028, 0.389], [0.037, 0.091, 0.146], [0.709, 0.382, -0.117], [-0.279, 0.074, 0.374], [0.136, 0.274, -0.576], [0.882, -0.242, -2.301], [-0.431, 0.520, 0.064], [0.225, -0.736, -1.139], [-0.333, 0.396, 1.026], [0.273, -0.337, -1.060], [-0.040, -0.060, -0.110], [0.287, -0.406, 0.053], [-0.093, 0.113, -0.069], [0.410, 0.258, -0.398], [0.144, 0.069, -0.031], [-0.336, -0.118, -0.287], [-0.362, -0.287, 0.411], [-0.709, -0.380, 2.267], [-0.136, -0.472, 0.244], [0.349, -0.143, 0.385], [-0.224, 0.467, 0.714], [0.077, 0.559, -0.121], [0.174, 0.007, 0.136]], "lowdin_charge": [-0.06, -0.40, 0.05, -0.45, 0.07, 0.09, -0.28, -0.03, -0.49, 0.11, 0.12, 0.08, 0.08, 0.10, 0.13, 0.09, 0.06, 0.19, 0.17, 0.09, 0.07, 0.09, 0.13], "smiles": "C[C@H](N)C(=O)N[C@@H](C)C(=O)O", "homo_lumo_gap_ha": 0.3729, "de_lowest_kcal_mol": 2.5, "spin_multiplicity": 1, "e_homo_ev": -9.63}

| no. | LUMO (eV) | strongest force on any atom (eV Å⁻¹) |
| --- | --- | --- |
| 1 | 0.60 | 2.84 |
| 2 | 0.70 | 3.99 |
| 3 | 0.52 | 2.48 |